# 1
{"formula": "C21H16Cl2N4O2S", "method": "ωB97M-V/def2-TZVPD", "elements": ["N", "C", "C", "C", "C", "N", "C", "O", "C", "Cl", "C", "Cl", "C", "O", "C", "C", "C", "C", "C", "C", "N", "C", "N", "S", "C", "C", "C", "C", "C", "C", "H", "H", "H", "H", "H", "H", "H", "H", "H", "H", "H", "H", "H", "H", "H", "H"], "coordinates": [[3.3560, -4.4040, 0.0364], [2.4375, -3.9009, 0.5585], [1.3178, -3.3113, 1.2048], [0.0711, -3.3756, 0.6488], [-0.1783, -4.1387, -0.5207], [-0.4008, -4.8033, -1.4576], [-1.1178, -2.8622, 1.3467], [-2.2195, -2.8848, 0.7955], [-0.8983, -2.2883, 2.7030], [-2.2778, -1.7129, 3.5139], [0.3512, -2.1748, 3.2376], [0.6060, -1.4814, 4.7688], [1.5560, -2.6986, 2.5250], [2.6871, -2.6415, 2.9996], [-1.5873, 0.2197, -0.2491], [-0.5202, 0.9314, -1.0738], [-0.6171, 2.4487, -0.9499], [-0.6610, 0.4458, -2.5269], [0.1660, 1.2094, -3.5350], [0.1458, 0.5873, -4.9147], [0.2158, -0.8748, -4.8221], [-0.0916, -1.5306, -3.6596], [-0.3877, -1.0053, -2.5260], [0.0193, -3.2807, -3.9236], [0.5219, -3.0488, -5.5669], [0.9270, -4.0146, -6.4853], [1.4236, -3.5967, -7.7253], [1.4776, -2.2327, -8.0465], [1.0124, -1.2628, -7.1497], [0.5556, -1.6922, -5.9048], [-2.5882, 0.5992, -0.4970], [-1.5702, -0.8579, -0.4485], [-1.4196, 0.3597, 0.8259], [0.4732, 0.6145, -0.7095], [-1.5967, 2.8006, -1.3014], [-0.5002, 2.7495, 0.0950], [0.1664, 2.9496, -1.5277], [-1.7282, 0.6068, -2.8039], [-0.2085, 2.2371, -3.6061], [1.2012, 1.2804, -3.1787], [-0.7773, 0.8642, -5.4478], [1.0032, 0.9243, -5.5070], [0.8640, -5.0628, -6.2041], [1.7759, -4.3400, -8.4407], [1.8928, -1.9227, -9.0038], [1.0199, -0.2010, -7.4013]], "smiles": "N#CC1=C(C#N)C(=O)C(Cl)=C(Cl)C1=O.CC(C)[C@H]1CCN2C(=N1)Sc1ccccc12", "homo_lumo_gap_ev": 4.563, "e_tot_ha": -2497.86461}


# 2
{"formula": "C21H16FO2Re", "method": "ωB97M-V/def2-TZVPD", "elements": ["Re", "C", "C", "O", "C", "C", "C", "C", "C", "C", "O", "H", "H", "H", "H", "H", "H", "H", "F", "C", "C", "C", "C", "C", "C", "H", "H", "H", "H", "C", "C", "C", "C", "C", "C", "C", "H", "H", "H", "H", "H"], "coordinates": [[0.5128, -0.1465, 0.0853], [-0.4761, 0.2064, 4.1360], [-0.2840, 0.6047, 2.7147], [0.0301, -0.4050, 1.9536], [-0.4361, 1.9466, 2.2542], [-0.8777, 2.8945, 3.2235], [-1.0497, 4.2171, 2.9288], [-0.7785, 4.6670, 1.6345], [-0.3483, 3.7939, 0.6541], [-0.1795, 2.4505, 0.9370], [0.2511, 1.6977, -0.1206], [-0.2160, -0.8406, 4.2563], [-1.5220, 0.3450, 4.4207], [0.1327, 0.8195, 4.8001], [-1.0948, 2.5546, 4.2246], [-1.3924, 4.9052, 3.6876], [-0.9098, 5.7127, 1.3880], [-0.1385, 4.1350, -0.3499], [5.8570, -1.7528, -2.1089], [4.6629, -1.4676, -1.6483], [3.5566, -1.7861, -2.4357], [2.3049, -1.5079, -1.9461], [2.1605, -0.8686, -0.6911], [3.3168, -0.5494, 0.0716], [4.5685, -0.8648, -0.3937], [3.7082, -2.2609, -3.3953], [1.4308, -1.7815, -2.5218], [3.2335, -0.0599, 1.0394], [5.4684, -0.6530, 0.1668], [-0.6780, -0.9636, -0.8728], [-1.6701, -1.5721, -1.6591], [-2.0315, -1.0018, -2.8948], [-3.0057, -1.6139, -3.6534], [-3.6115, -2.7814, -3.1945], [-3.2542, -3.3488, -1.9744], [-2.2840, -2.7523, -1.1976], [-1.5533, -0.0929, -3.2356], [-3.2990, -1.1879, -4.6026], [-4.3743, -3.2556, -3.7978], [-3.7358, -4.2552, -1.6354], [-1.9942, -3.1804, -0.2473]], "homo_lumo_gap_ev": 6.825, "e_tot_ha": -1137.78463, "charge": 2}


# 3
{"formula": "C21H16N4O4S2Y", "method": "ωB97M-V/def2-TZVPD", "elements": ["Y", "C", "C", "N", "N", "C", "O", "C", "C", "C", "C", "C", "C", "C", "C", "C", "C", "C", "N", "H", "H", "H", "H", "H", "H", "H", "H", "H", "H", "H", "H", "O", "S", "O", "N", "C", "S", "C", "C", "C", "C", "C", "C", "H", "H", "H", "H", "O"], "coordinates": [[-0.4263, -0.0800, -0.4276], [3.2530, 2.7567, -1.0476], [2.2841, 1.6229, -0.9118], [1.0400, 1.7771, -0.6226], [0.5381, 3.0247, -0.4355], [-0.7724, 2.9768, -0.1770], [-1.4736, 1.9377, -0.1141], [-1.4206, 4.3087, 0.0383], [-2.7865, 4.3351, 0.3159], [-3.4349, 5.5449, 0.5172], [-2.7233, 6.7345, 0.4427], [-1.3619, 6.7110, 0.1676], [-0.7097, 5.5036, -0.0342], [2.7396, 0.2247, -1.1162], [4.0646, -0.0754, -1.4315], [4.4354, -1.3975, -1.6095], [3.4880, -2.3987, -1.4639], [2.1918, -2.0263, -1.1481], [1.8328, -0.7578, -0.9937], [2.7229, 3.6861, -0.8625], [3.6909, 2.7835, -2.0484], [4.0723, 2.6599, -0.3311], [-3.3150, 3.3929, 0.3686], [-4.4962, 5.5608, 0.7319], [-3.2285, 7.6799, 0.5987], [-0.8071, 7.6396, 0.1097], [0.3487, 5.4653, -0.2495], [4.7879, 0.7205, -1.5338], [5.4601, -1.6436, -1.8579], [3.7377, -3.4427, -1.5882], [1.4123, -2.7671, -1.0137], [-5.2257, -3.9474, -4.8385], [-3.7889, -3.9216, -4.8905], [-3.1517, -4.3172, -6.1181], [-3.2235, -2.4512, -4.4060], [-2.5502, -2.5347, -3.3041], [-1.7848, -1.2398, -2.5123], [-2.4543, -3.9267, -2.7244], [-1.8338, -4.3462, -1.5597], [-1.8859, -5.6975, -1.2387], [-2.5459, -6.6069, -2.0646], [-3.1747, -6.1809, -3.2288], [-3.1112, -4.8355, -3.5267], [-1.3395, -3.6245, -0.9212], [-1.4132, -6.0495, -0.3304], [-2.5746, -7.6547, -1.7928], [-3.6966, -6.8750, -3.8745], [-0.3531, -0.7531, 1.3359]], "homo_lumo_gap_ev": 6.667, "e_tot_ha": -2164.71015, "charge": -1}


# 4
{"formula": "C21H16N6O8S5Sr", "method": "ωB97M-V/def2-TZVPD", "elements": ["Sr", "O", "C", "O", "C", "C", "C", "C", "C", "N", "C", "O", "O", "H", "H", "H", "H", "O", "C", "O", "C", "C", "N", "N", "C", "C", "O", "O", "H", "H", "H", "C", "N", "C", "C", "N", "C", "S", "C", "C", "C", "C", "C", "N", "H", "H", "H", "H", "H", "H", "H", "H", "H", "S", "S", "S", "S"], "coordinates": [[1.1435, -0.8042, 0.4104], [-2.8313, -1.9742, 2.2030], [-1.5501, -1.6702, 2.4003], [-1.1056, -0.5487, 2.3081], [-0.6664, -2.8440, 2.6914], [-1.1114, -4.0602, 3.1691], [-0.1586, -5.0575, 3.3582], [1.1609, -4.8096, 3.0318], [1.5045, -3.5647, 2.5065], [0.6036, -2.6031, 2.3766], [2.9305, -3.2551, 2.0071], [3.8128, -4.0188, 2.4097], [3.0091, -2.2619, 1.2376], [-3.2349, -1.2170, 1.6994], [-2.1617, -4.2192, 3.3673], [-0.4580, -6.0274, 3.7370], [1.9435, -5.5467, 3.1411], [3.6623, 4.9462, -0.5358], [3.5468, 4.3783, -1.7200], [3.8340, 4.9619, -2.7469], [3.0269, 2.9881, -1.7507], [2.8291, 2.2728, -2.9190], [2.3361, 1.0800, -2.5822], [2.1882, 0.9572, -1.2599], [2.6159, 2.0997, -0.7304], [2.6093, 2.2425, 0.7716], [2.9376, 3.3636, 1.2370], [2.2560, 1.2443, 1.4324], [3.3613, 4.3062, 0.2118], [3.0132, 2.5483, -3.9432], [2.0468, 0.3124, -3.2330], [-3.8704, -1.8236, -1.9674], [-2.9986, -0.6762, -1.8332], [-1.9429, -0.3990, -2.6824], [-1.3349, 0.7035, -2.2093], [-2.0198, 1.0726, -1.0573], [-3.0315, 0.2015, -0.8106], [-4.1961, 0.3094, 0.4287], [-1.5995, 2.0714, -0.1273], [-2.1643, 3.3326, -0.1410], [-1.7865, 4.2070, 0.8637], [-0.8925, 3.7734, 1.8284], [-0.3658, 2.4943, 1.7314], [-0.6898, 1.6647, 0.7410], [-3.2948, -2.6353, -2.4029], [-4.7366, -1.5790, -2.5846], [-4.2079, -2.1183, -0.9776], [-1.6569, -1.0518, -3.4947], [-0.4429, 1.2129, -2.5251], [-2.8950, 3.5882, -0.8947], [-2.1960, 5.2085, 0.9005], [-0.5781, 4.4217, 2.6343], [0.3784, 2.1349, 2.4285], [0.9905, -0.8731, -4.8370], [1.2746, -2.7899, -4.1065], [1.5093, -2.8649, -2.0626], [-0.3461, -2.8046, -1.1285]], "homo_lumo_gap_ev": 5.658, "e_tot_ha": -3762.40249, "charge": -2}


# 5
{"formula": "C21H17BF3N5O3", "method": "ωB97M-V/def2-TZVPD", "elements": ["C", "C", "C", "O", "N", "C", "C", "C", "C", "C", "N", "C", "N", "C", "N", "C", "C", "C", "C", "C", "C", "C", "O", "B", "O", "N", "C", "C", "C", "F", "F", "F", "C", "H", "H", "H", "H", "H", "H", "H", "H", "H", "H", "H", "H", "H", "H", "H", "H", "H"], "coordinates": [[2.2610, 3.5535, 8.7355], [2.2158, 2.4855, 7.9363], [1.4917, 2.5279, 6.6664], [0.8720, 3.5238, 6.3493], [1.4758, 1.3867, 5.8724], [0.8743, 1.3141, 4.5975], [0.1476, 2.3520, 4.0020], [-0.4388, 2.2065, 2.7575], [-0.2276, 1.0624, 2.0494], [0.4319, -0.0180, 2.6071], [0.5661, -1.2571, 1.9433], [0.1707, -1.6002, 0.6520], [0.1394, -0.6580, -0.2863], [-0.1806, -1.0406, -1.5091], [-0.0887, -0.0721, -2.5416], [-0.5806, -0.1849, -3.8396], [-1.3832, -1.2968, -4.2110], [-1.8444, -1.4893, -5.4991], [-1.5205, -0.5677, -6.4744], [-0.7475, 0.5355, -6.1411], [-0.3203, 0.7520, -4.8290], [-0.5274, 1.4392, -7.3250], [-0.9901, 0.7239, -8.5148], [-1.7118, -0.3901, -7.9894], [-2.4868, -1.3427, -8.6635], [-0.4008, -2.3031, -1.8978], [-0.4593, -3.1851, -0.9472], [-0.1410, -2.9139, 0.3565], [-0.1251, -3.9629, 1.4455], [1.0109, -3.8917, 2.2014], [-0.1774, -5.1617, 0.8617], [-1.1890, -3.8299, 2.2351], [0.9516, 0.1310, 3.8915], [2.7787, 3.5176, 9.6735], [1.9417, 4.5094, 8.3919], [2.5857, 1.5002, 8.1955], [2.0596, 0.6002, 6.1391], [0.0387, 3.2663, 4.5386], [-1.0227, 3.0211, 2.3159], [-0.7002, 0.8907, 1.0954], [0.8637, -2.0528, 2.4764], [0.4795, 0.7377, -2.3384], [-1.5580, -2.0477, -3.4176], [-2.5011, -2.2795, -5.7284], [0.2777, 1.6080, -4.6099], [0.5361, 1.7040, -7.4851], [-1.1363, 2.3368, -7.2332], [-2.4690, -1.2901, -9.6359], [-0.7339, -4.1825, -1.2282], [1.4918, -0.6675, 4.3587]], "smiles": "C=CC(=O)Nc1cccc(Nc2nc(Nc3ccc4c(c3)COB4O)ncc2C(F)(F)F)c1", "homo_lumo_gap_ev": 8.519, "e_tot_ha": -1634.53898}